No. 1
A molecular structure, C34H46N2O2P2S2Yb. Source: the OMol25 dataset; level of theory: the ωB97M-V functional and the def2-TZVPD basis.

CARTESIAN COORDINATES (ANGSTROEM)
Yb 0.744 -0.411 -0.825
C -0.348 -0.848 3.009
P 0.780 0.059 1.891
C 0.482 1.876 2.155
N 0.326 2.146 3.453
C 0.410 3.432 3.836
C 0.304 3.735 5.207
C 0.650 4.991 5.625
C 0.991 5.983 4.651
C 1.067 5.727 3.344
C 0.717 4.442 2.895
N 0.695 4.150 1.576
C 0.523 2.889 1.198
P 0.525 2.484 -0.588
C 1.661 3.747 -1.251
C -1.253 2.850 -1.243
C -2.161 2.038 -0.349
C -1.522 4.376 -1.049
C -1.207 2.324 -2.692
C 2.509 -0.352 2.506
C 3.455 0.761 1.946
C 2.561 -0.374 4.048
C 2.804 -1.777 1.902
H -0.209 -0.314 3.979
H 0.005 -1.856 3.009
H -1.392 -0.826 2.659
H 0.017 2.942 5.834
H 0.709 5.291 6.700
H 1.331 6.871 5.086
H 1.413 6.412 2.603
H 1.289 4.773 -1.115
H 1.686 3.585 -2.336
H 2.712 3.631 -0.830
H -1.947 2.180 0.729
H -2.115 0.957 -0.570
H -3.188 2.365 -0.501
H -1.574 4.637 0.005
H -2.472 4.628 -1.517
H -0.788 5.010 -1.564
H -1.018 1.226 -2.714
H -0.500 2.759 -3.350
H -2.247 2.449 -3.160
H 3.060 1.764 2.160
H 3.580 0.683 0.887
H 4.404 0.670 2.463
H 2.300 0.664 4.450
H 3.560 -0.581 4.463
H 1.871 -1.087 4.506
H 2.937 -1.609 0.795
H 2.090 -2.542 2.171
H 3.807 -2.158 2.309
O 2.568 -1.123 -1.691
S 3.867 -1.423 -2.478
C 4.440 -2.995 -1.659
C 4.388 -4.053 -2.756
C 3.203 -3.748 -3.613
C 3.296 -2.285 -3.955
H 3.779 -3.189 -0.780
H 5.448 -2.799 -1.254
H 4.307 -5.071 -2.324
H 5.291 -4.014 -3.330
H 2.269 -3.932 -3.062
H 3.098 -4.414 -4.510
H 2.457 -1.731 -4.275
H 4.059 -2.097 -4.678
O -0.815 -1.539 -1.800
S -2.182 -1.775 -2.563
C -3.505 -1.068 -1.584
C -3.867 -1.508 -0.303
C -4.942 -0.921 0.333
C -5.669 0.040 -0.390
C -5.316 0.503 -1.628
C -4.217 -0.054 -2.241
C -2.393 -3.514 -2.382
C -3.289 -4.094 -3.252
C -3.707 -5.397 -3.095
C -3.168 -6.213 -2.037
C -2.311 -5.631 -1.119
C -1.924 -4.287 -1.281
H -3.292 -2.335 0.113
H -5.263 -1.275 1.281
H -6.525 0.374 0.195
H -5.774 1.330 -2.089
H -3.983 0.188 -3.225
H -3.633 -3.516 -4.102
H -4.308 -5.823 -3.919
H -3.416 -7.245 -2.006
H -1.911 -6.215 -0.332
H -1.093 -3.920 -0.602

Calculated values
- Multiplicity: 2
- Net charge: +3
- E_HOMO (spin up / spin down): -15.798 / -15.798 eV

No. 2
C25H38N4O5S in the gas phase. Source: the OMol25 dataset; level of theory: the ωB97M-V functional and the def2-TZVPD basis.

CARTESIAN COORDINATES (ANGSTROEM)
C -0.541 -4.474 -0.188
H -0.171 -4.722 0.806
C -1.262 -3.131 -0.177
H -1.596 -2.881 -1.185
C -2.472 -3.160 0.761
N -3.196 -1.894 0.778
C -4.602 -2.054 0.443
H -5.060 -2.878 1.019
H -5.130 -1.136 0.710
C -4.809 -2.305 -1.055
H -4.016 -2.949 -1.432
H -5.763 -2.813 -1.210
C -4.826 -0.999 -1.855
N -3.637 -0.219 -1.638
C -3.640 0.904 -0.910
O -4.648 1.458 -0.493
C -2.284 1.477 -0.632
C -2.261 2.629 0.088
N -1.153 3.261 0.525
C 0.081 2.709 0.269
C 1.272 3.274 0.754
C 2.484 2.664 0.523
C 2.542 1.490 -0.216
C 1.399 0.933 -0.727
C 0.155 1.521 -0.489
C -1.042 0.847 -1.025
O -0.940 -0.161 -1.721
H 1.438 0.027 -1.310
S 4.112 0.677 -0.496
O 4.484 0.802 -1.873
O 5.038 1.130 0.505
N 3.646 -0.910 -0.237
C 4.342 -1.939 -0.982
H 4.419 -1.601 -2.015
C 3.522 -3.225 -0.867
H 4.037 -4.059 -1.347
O 3.352 -3.594 0.484
C 2.700 -2.581 1.213
H 2.625 -2.943 2.239
C 3.481 -1.265 1.154
H 2.928 -0.463 1.646
H 4.457 -1.379 1.648
H 1.694 -2.415 0.802
H 2.541 -3.072 -1.338
H 5.350 -2.106 -0.576
H 3.402 3.074 0.912
H 1.257 4.188 1.325
C -1.301 4.535 1.205
C -1.037 5.703 0.259
H -1.157 6.643 0.789
H -1.741 5.678 -0.569
H -0.029 5.656 -0.147
H -2.324 4.595 1.582
H -0.628 4.571 2.065
H -3.214 3.074 0.346
H -2.734 -0.635 -1.850
H -5.673 -0.380 -1.546
H -4.921 -1.222 -2.924
C -2.992 -1.111 1.983
H -3.228 -1.690 2.895
C -1.574 -0.528 2.108
C -0.631 -1.323 3.005
H 0.325 -0.809 3.088
H -1.052 -1.424 4.004
H -0.445 -2.316 2.609
H -1.150 -0.445 1.109
H -1.655 0.483 2.514
H -3.694 -0.274 1.934
H -3.141 -3.960 0.428
H -2.142 -3.428 1.774
H -0.574 -2.345 0.132
H -1.214 -5.267 -0.507
H 0.307 -4.451 -0.868

Calculated values
- SMILES: CCCN(CCC)CCCNC(=O)c1cn(CC)c2ccc(S(=O)(=O)N3CCOCC3)cc2c1=O
- Relative energy (zero: lowest compared OMol25 entry of this formula, charge and spin): 298.9 kJ/mol
- E_HOMO: -8.112 eV

No. 3
A molecular structure, CH3F2N3. Source: the OMol25 dataset; level of theory: the ωB97M-V functional and the def2-TZVPD basis.

CARTESIAN COORDINATES (ANGSTROEM)
C 0.441 0.295 -0.076
N 0.864 1.442 -0.148
N 0.987 -0.848 0.267
N -1.365 0.042 -0.543
F -1.615 -1.289 -0.237
F -2.018 0.729 0.463
H 0.268 2.206 -0.417
H 1.976 -0.869 0.451
H 0.462 -1.710 0.241

Calculated values
- Relative energy (zero: lowest compared OMol25 entry of this formula, charge and spin): 148.0 kJ/mol
- E_HOMO: -9.597 eV

No. 4
A gas-phase ion, C6H9O3S (charge -1). Source: the OMol25 dataset; level of theory: the ωB97M-V functional and the def2-TZVPD basis.

CARTESIAN COORDINATES (ANGSTROEM)
C -1.137 -1.394 0.421
C -1.398 1.762 0.335
C -0.157 2.280 -0.450
C -0.933 1.057 -0.815
C 1.847 -1.938 0.590
C -0.310 -0.550 -0.650
O -0.845 -1.001 1.529
O -1.859 -2.319 0.019
O 2.214 0.285 -0.528
S 1.150 -0.264 0.426
H -1.036 1.391 1.285
H -2.353 2.086 0.229
H -0.199 3.174 -1.028
H 0.784 2.220 0.000
H -1.483 1.112 -1.675
H 1.665 -2.550 -0.319
H 1.366 -2.682 1.373
H 2.919 -1.687 0.887
H -0.234 -0.981 -1.629

Calculated values
- Net charge: -1
- Relative energy (zero: lowest compared OMol25 entry of this formula, charge and spin): 148.2 kJ/mol
- E_HOMO: -4.218 eV

No. 5
A gas-phase ion, C20H20N3O5S (charge -1). Source: the OMol25 dataset; level of theory: the ωB97M-V functional and the def2-TZVPD basis.

CARTESIAN COORDINATES (ANGSTROEM)
C -5.745 -0.430 2.343
C -4.434 -1.084 2.022
C -3.620 -1.575 3.052
C -2.410 -2.206 2.776
C -1.989 -2.354 1.450
S -0.418 -3.144 1.077
N 0.647 -1.890 1.060
C 1.291 -1.412 -0.045
C 2.588 -0.725 0.315
C 3.858 -1.137 -0.115
C 4.935 -0.239 0.051
C 4.724 1.014 0.623
C 3.468 1.349 1.139
C 2.434 0.404 1.084
O -0.159 -3.973 2.232
O -0.514 -3.737 -0.238
C -2.791 -1.876 0.407
C -3.990 -1.227 0.699
H -6.264 -0.134 1.434
H -6.396 -1.108 2.902
H -5.602 0.458 2.965
H -3.946 -1.467 4.088
H -1.789 -2.590 3.581
H 1.469 -2.141 -0.866
H 4.022 -2.101 -0.612
H 5.941 -0.523 -0.289
H 5.550 1.730 0.711
H 3.269 2.313 1.586
H 1.470 0.592 1.545
H -2.466 -2.016 -0.625
H -4.598 -0.837 -0.122
C 0.133 3.937 -0.691
N 0.351 2.584 -1.203
C -0.050 1.477 -0.424
O -0.738 1.722 0.585
C 0.398 0.067 -0.749
C 0.781 -0.012 -2.171
O 0.972 -1.086 -2.749
N 1.061 1.161 -2.919
C 1.583 1.025 -4.269
C 0.921 2.489 -2.471
O 1.249 3.463 -3.149
H 0.582 4.650 -1.380
H -0.942 4.144 -0.616
H 0.588 4.030 0.296
H -0.523 -0.581 -0.520
H 1.989 1.989 -4.572
H 2.344 0.248 -4.278
H 0.766 0.761 -4.950

Calculated values
- SMILES: Cc1ccc([S@@](=O)([O-])=N[C@H](c2ccccc2)C2C(=O)N(C)C(=O)N(C)C2=O)cc1
- Net charge: -1
- E_HOMO: -4.927 eV

No. 6
A molecular structure, C28H31BrMnN5O. Source: the OMol25 dataset; level of theory: the ωB97M-V functional and the def2-TZVPD basis.

CARTESIAN COORDINATES (ANGSTROEM)
Mn -0.090 -0.162 -0.218
N 2.020 2.391 -3.100
C 1.602 1.295 -2.468
N 1.098 1.289 -1.270
C 1.004 2.503 -0.564
N 0.477 2.525 0.628
N 0.049 1.326 1.042
C -0.625 1.200 2.134
C -1.051 -0.140 2.466
C -1.836 -0.454 3.571
C -2.225 -1.763 3.777
C -1.800 -2.744 2.893
C -1.011 -2.367 1.819
N -0.655 -1.107 1.594
C 1.455 3.723 -1.194
C 1.364 4.972 -0.580
C 1.718 6.112 -1.272
C 2.168 6.028 -2.587
C 2.283 4.797 -3.207
C 1.932 3.651 -2.510
H 2.402 2.313 -4.030
H 1.690 0.361 -3.009
H -0.863 2.074 2.731
H -2.133 0.333 4.252
H -2.857 -2.024 4.615
H -2.070 -3.781 3.028
H -0.648 -3.104 1.114
H 1.005 5.025 0.438
H 1.636 7.078 -0.793
H 2.430 6.922 -3.135
H 2.637 4.718 -4.228
C -4.289 -3.238 -5.585
C -4.998 -2.071 -4.898
C -5.328 -1.013 -5.962
C -6.304 -2.595 -4.277
C -4.146 -1.443 -3.798
C -2.895 -1.929 -3.458
C -2.206 -1.298 -2.447
Br -0.416 -1.916 -1.940
C -2.651 -0.182 -1.721
O -1.902 0.360 -0.794
C -3.948 0.304 -2.068
C -4.631 -0.341 -3.084
C -4.543 1.508 -1.326
C -4.657 1.190 0.175
C -5.946 1.831 -1.841
C -3.665 2.755 -1.537
H -4.934 -3.640 -6.367
H -4.076 -4.045 -4.881
H -3.357 -2.915 -6.054
H -5.902 -1.471 -6.770
H -4.413 -0.595 -6.386
H -5.921 -0.196 -5.550
H -6.919 -3.070 -5.044
H -6.885 -1.787 -3.830
H -6.089 -3.331 -3.501
H -2.462 -2.780 -3.964
H -5.609 0.039 -3.347
H -5.280 0.307 0.331
H -5.116 2.032 0.699
H -3.678 1.007 0.612
H -6.621 0.984 -1.704
H -5.932 2.110 -2.896
H -6.350 2.673 -1.277
H -2.660 2.595 -1.158
H -4.096 3.607 -1.005
H -3.603 3.007 -2.598

Calculated values
- Multiplicity: 6
- Net charge: +1
- Relative energy (zero: lowest compared OMol25 entry of this formula, charge and spin): 0.0 kJ/mol
- E_HOMO (spin up / spin down): -9.810 / -9.886 eV

No. 7
2 unconnected molecules or ions with the total composition C6H10ClPS2. Source: the OMol25 dataset; level of theory: the ωB97M-V functional and the def2-TZVPD basis.

CARTESIAN COORDINATES (ANGSTROEM)
C 1.491 -1.533 0.076
C 2.097 -0.419 0.538
C 0.614 -1.339 -1.054
C 1.075 -0.107 -1.870
C -2.185 0.063 1.421
C -2.213 1.586 1.030
P 1.757 0.956 -0.523
S 3.087 2.369 -0.889
S -2.379 -1.157 0.108
Cl -0.946 1.823 -0.208
H 1.672 -2.481 0.417
H 2.633 -0.191 1.446
H 0.601 -2.213 -1.682
H -0.386 -1.225 -0.588
H 2.035 -0.285 -2.364
H 0.350 0.387 -2.415
H -1.319 -0.278 1.977
H -2.919 -0.059 2.132
H -3.172 1.932 0.520
H -1.889 2.172 1.927

Calculated values
- Relative energy (zero: lowest compared OMol25 entry of this formula, charge and spin): 212.9 kJ/mol
- E_HOMO (spin up / spin down): -8.625 / -6.849 eV

No. 8
A molecular structure, C5H11NO2. Source: the OMol25 dataset; level of theory: the ωB97M-V functional and the def2-TZVPD basis.

CARTESIAN COORDINATES (ANGSTROEM)
C 0.868 -1.791 -0.660
C -0.159 -1.141 1.461
N 0.058 -0.791 0.049
H -0.828 -0.585 -0.543
H 1.878 -1.814 -0.248
H 0.927 -1.527 -1.715
H 0.397 -2.773 -0.582
H -0.534 -2.162 1.547
H 0.775 -1.046 2.020
H -0.897 -0.468 1.895
C 0.067 1.912 0.710
C 0.471 1.011 -0.422
C -1.209 1.042 -1.586
O 1.498 1.133 -1.051
O -2.259 1.454 -1.128
H -1.021 1.100 -2.693
H 0.286 2.941 0.427
H -0.997 1.824 0.930
H 0.677 1.681 1.589

Calculated values
- Relative energy (zero: lowest compared OMol25 entry of this formula, charge and spin): 385.4 kJ/mol
- E_HOMO: -7.522 eV

No. 9
9 unconnected molecules or ions with the total composition C31H57IN3O24. Source: the OMol25 dataset; level of theory: the ωB97M-V functional and the def2-TZVPD basis.

CARTESIAN COORDINATES (ANGSTROEM)
C 2.710 2.343 2.638
C 1.804 3.502 1.844
N 2.084 3.803 0.508
C 0.643 4.259 2.723
C -0.879 3.592 2.501
C -0.903 2.008 2.378
C -2.382 1.376 2.146
I -2.794 -0.753 1.892
C -3.470 2.561 2.156
N -3.120 3.970 2.337
N -1.935 4.597 2.487
H 2.183 2.149 3.691
H 3.782 2.767 2.899
H 2.725 1.324 2.063
H 1.432 4.550 0.182
H 0.910 4.175 3.874
H 0.661 5.412 2.442
H 0.078 1.376 2.451
H -4.604 2.258 2.008
H -3.945 4.647 2.357
C -6.943 -7.229 1.268
O -6.120 -6.131 1.657
C -6.008 -5.157 0.718
O -6.537 -5.158 -0.382
O -5.204 -4.184 1.216
C -4.995 -3.086 0.329
H -6.961 -7.946 2.094
H -7.968 -6.895 1.080
H -6.529 -7.729 0.387
H -5.943 -2.586 0.103
H -4.503 -3.420 -0.590
H -4.339 -2.368 0.829
C 4.569 4.401 -0.957
O 5.364 3.634 -1.861
C 5.026 3.783 -3.166
O 4.132 4.494 -3.599
O 5.854 3.005 -3.907
C 5.613 3.062 -5.312
H 4.927 4.205 0.057
H 4.678 5.471 -1.160
H 3.519 4.099 -1.016
H 5.763 4.079 -5.688
H 4.604 2.707 -5.545
H 6.332 2.403 -5.805
C -3.361 -11.344 5.123
O -2.615 -10.378 4.386
C -3.377 -9.503 3.682
O -4.597 -9.487 3.639
O -2.545 -8.649 3.033
C -3.213 -7.664 2.247
H -2.652 -11.991 5.647
H -3.996 -10.854 5.869
H -3.961 -11.965 4.450
H -3.842 -7.028 2.877
H -3.807 -8.138 1.458
H -2.453 -7.037 1.774
C 3.793 -3.582 -1.925
O 4.616 -2.484 -1.537
C 4.728 -1.510 -2.475
O 4.199 -1.511 -3.576
O 5.532 -0.536 -1.978
C 5.741 0.561 -2.864
H 3.775 -4.299 -1.100
H 2.768 -3.248 -2.114
H 4.207 -4.082 -2.807
H 4.793 1.061 -3.091
H 6.233 0.227 -3.783
H 6.397 1.279 -2.364
C -0.227 10.866 0.879
O -1.021 10.095 -0.020
C -1.265 8.827 0.398
O -0.872 8.327 1.440
O -2.024 8.213 -0.544
C -2.362 6.862 -0.236
H -0.094 11.861 0.445
H -0.733 10.977 1.844
H 0.761 10.413 1.009
H -2.953 6.812 0.684
H -1.459 6.248 -0.151
H -2.969 6.469 -1.056
C -1.703 5.583 9.375
O -2.808 5.694 8.479
C -2.460 5.741 7.168
O -1.323 5.697 6.725
O -3.598 5.845 6.435
C -3.384 5.904 5.026
H -2.097 5.554 10.395
H -1.150 4.656 9.193
H -1.044 6.453 9.285
H -2.898 4.990 4.670
H -2.793 6.787 4.762
H -4.360 5.986 4.540
C 3.938 -4.231 -6.602
O 4.772 -5.138 -5.884
C 5.632 -5.841 -6.663
O 5.736 -5.754 -7.877
O 6.358 -6.658 -5.858
C 7.312 -7.464 -6.547
H 3.291 -3.724 -5.881
H 4.541 -3.475 -7.115
H 3.303 -4.770 -7.313
H 8.050 -6.837 -7.058
H 6.813 -8.132 -7.256
H 7.835 -8.076 -5.807
C -4.203 -1.396 -3.384
O -2.969 -2.110 -3.390
C -1.868 -1.322 -3.483
O -1.863 -0.103 -3.557
O -0.774 -2.124 -3.478
C 0.466 -1.426 -3.570
H -5.015 -2.125 -3.306
H -4.258 -0.727 -2.519
H -4.331 -0.837 -4.316
H 0.598 -0.758 -2.713
H 0.526 -0.868 -4.510
H 1.272 -2.165 -3.558

Calculated values
- Net charge: +1
- E_HOMO: -11.961 eV

No. 10
2 unconnected molecules or ions with the total composition CH6N4O3S. Source: the OMol25 dataset; level of theory: the ωB97M-V functional and the def2-TZVPD basis.

CARTESIAN COORDINATES (ANGSTROEM)
C -0.884 -0.284 0.549
N -1.097 0.092 -0.715
N -1.647 -0.069 1.636
N 1.650 0.657 0.098
N 0.619 1.103 0.653
O 2.351 -1.624 -0.637
O 0.099 -1.221 0.686
O 1.029 0.386 -2.120
S 1.838 -1.082 0.593
H -1.954 0.571 -0.894
H 0.159 0.220 -1.858
H -2.550 0.205 1.476
H -1.452 -0.616 2.509
H 0.407 2.099 0.348
H 1.434 -0.437 -2.323

Calculated values
- Relative energy (zero: lowest compared OMol25 entry of this formula, charge and spin): 271.9 kJ/mol
- E_HOMO: -8.945 eV